71
Properties=species:S:1:pos:R:3:forces:R:3 method="wB97M-V/def2-TZVPD" energy_ha=-12883.16465 spin_multiplicity=1 orbital_gap_ha="0.1826 / 0.1827" de_lowest_kj_mol=244.2 largest_force_ev_per_a=4.23 homo_ev="-6.053 / -6.054" total_charge=0
Pt 1.444 -1.000 -0.205 1.1 -1.7 -1.9
C 1.033 0.612 2.888 0.1 -0.1 -0.5
P 1.089 -1.015 2.067 0.0 0.0 -0.3
C 2.112 -1.980 3.250 0.1 0.1 -0.6
C -0.573 -1.735 2.350 -0.1 -0.1 -0.3
C -1.229 -1.550 3.560 0.2 -0.1 0.0
C -2.491 -2.071 3.770 -0.1 0.0 0.0
C -3.116 -2.783 2.761 -0.1 0.0 0.2
C -2.467 -2.996 1.559 0.2 0.0 -0.1
C -1.190 -2.489 1.341 -0.1 0.2 0.1
P -0.263 -2.807 -0.200 0.9 0.3 0.9
C -1.478 -3.676 -1.289 0.5 0.8 -0.3
C 0.723 -4.260 0.358 0.0 0.1 -0.2
H 0.665 0.553 3.912 0.1 -0.1 0.0
H 0.391 1.267 2.304 0.0 0.1 0.0
H 2.043 1.021 2.887 0.0 0.0 0.0
H 1.739 -1.846 4.264 -0.1 0.1 0.0
H 3.139 -1.628 3.183 0.1 0.0 0.0
H 2.094 -3.040 3.004 0.0 0.0 0.0
H -0.744 -0.999 4.351 0.0 0.1 0.1
H -2.984 -1.925 4.720 -0.1 0.0 0.1
H -4.103 -3.192 2.919 -0.1 0.0 0.0
H -2.963 -3.570 0.792 -0.1 0.0 -0.1
H -1.812 -4.617 -0.854 0.1 0.1 0.2
H -0.963 -3.886 -2.227 0.0 0.0 0.0
H -2.330 -3.032 -1.502 0.0 0.0 0.0
H 1.200 -4.717 -0.509 0.1 0.0 0.0
H 0.088 -4.994 0.854 -0.1 0.0 0.0
H 1.498 -3.920 1.042 0.0 -0.1 -0.1
Br 7.294 -1.027 -4.417 0.0 0.0 0.0
C 5.520 -0.963 -3.765 -0.3 0.0 -0.9
C 4.450 -0.895 -4.667 1.0 0.0 0.1
Br 4.786 -0.897 -6.527 -0.1 0.0 0.0
C 3.156 -0.825 -4.186 -0.6 -0.1 0.7
Br 1.677 -0.695 -5.363 -0.1 0.0 0.1
C 2.857 -0.848 -2.813 3.5 -0.4 -0.7
O 1.657 -0.808 -2.388 -3.0 0.1 3.0
C 3.968 -0.922 -1.868 -0.2 0.2 -3.1
O 3.738 -0.936 -0.623 -1.9 0.0 3.1
C 5.275 -0.973 -2.405 -0.5 0.2 0.7
Br 6.696 -1.011 -1.162 0.0 0.0 0.2
O -0.132 0.971 -0.107 0.9 0.5 0.4
S -1.502 0.563 -0.477 -1.4 0.7 -0.8
C -1.621 0.788 -2.319 0.0 -0.1 0.5
C -1.154 2.129 -2.757 0.1 0.2 -0.1
C -2.055 3.142 -3.073 0.0 -0.1 0.0
C -1.598 4.382 -3.485 -0.1 0.1 0.0
C -0.238 4.622 -3.579 0.0 0.1 0.0
C 0.664 3.627 -3.241 0.0 0.1 0.0
C 0.210 2.386 -2.833 0.0 -0.1 0.1
C -2.528 2.037 0.044 0.3 -0.7 -0.2
C -2.197 2.298 1.471 0.0 0.0 0.3
C -1.348 3.347 1.808 0.0 -0.1 -0.1
C -0.991 3.567 3.128 0.0 0.1 0.0
C -1.486 2.743 4.126 0.0 0.1 0.1
C -2.324 1.690 3.798 0.0 0.0 0.1
C -2.671 1.464 2.479 0.0 0.1 -0.1
H -2.660 0.595 -2.582 -0.1 -0.1 0.0
H -0.977 0.001 -2.716 0.0 -0.1 0.0
H -3.119 2.952 -3.012 -0.1 0.0 0.0
H -2.306 5.161 -3.727 -0.1 0.0 -0.1
H 0.115 5.589 -3.912 0.0 0.0 0.0
H 1.723 3.823 -3.297 0.1 0.0 0.0
H 0.904 1.602 -2.571 0.1 -0.1 0.0
H -3.570 1.763 -0.107 -0.1 0.0 -0.1
H -2.247 2.877 -0.587 0.0 -0.1 -0.1
H -0.956 3.983 1.027 0.0 0.0 -0.1
H -0.324 4.381 3.375 0.0 0.0 0.0
H -1.220 2.922 5.157 0.0 0.0 0.1
H -2.710 1.041 4.570 0.0 0.0 0.1
H -3.308 0.628 2.228 -0.1 -0.1 -0.1

58
Properties=species:S:1:pos:R:3:forces:R:3 method="wB97M-V/def2-TZVPD" energy_ha=-2148.43648 spin_multiplicity=1 orbital_gap_ha=0.3662 largest_force_ev_per_a=4.57 homo_ev=-13.138 total_charge=+1
C 3.622 -0.040 0.921 -0.4 -0.4 0.3
C 2.108 0.091 1.036 -0.1 0.2 -0.7
C 1.532 1.486 0.621 0.2 -0.2 1.4
C 2.455 2.677 0.886 -0.6 0.5 -0.4
P -0.010 1.740 1.575 -0.3 -0.3 -1.5
O 0.054 3.072 2.426 0.0 -0.1 0.3
C -1.493 1.765 0.506 0.2 -0.8 1.1
C -2.357 0.487 0.718 0.2 0.1 -0.7
C -2.226 -0.466 -0.472 3.1 0.9 2.7
N -0.916 -1.013 -0.683 0.5 0.2 0.3
O -3.117 -0.700 -1.159 -3.5 -1.0 -2.8
H 4.028 0.574 0.136 0.2 0.3 -0.2
H 3.843 -1.056 0.639 0.1 -0.4 -0.1
H 4.102 0.123 1.874 0.3 0.4 0.1
H 1.752 -0.208 2.011 0.2 0.0 0.5
H 1.684 -0.635 0.355 -0.2 -0.2 -0.2
H 1.244 1.454 -0.419 -0.1 0.1 -0.3
H 2.437 3.013 1.908 0.3 -0.1 0.5
H 3.468 2.508 0.563 0.3 -0.3 0.0
H 2.084 3.514 0.309 0.0 0.3 -0.2
H -0.197 0.681 2.477 0.1 0.1 0.0
H -0.531 3.040 3.198 0.1 0.3 0.0
H -1.206 1.854 -0.535 0.1 0.2 0.0
H -2.076 2.621 0.824 0.0 0.3 -0.1
H -3.390 0.788 0.747 -0.4 0.0 0.3
H -2.081 -0.070 1.610 -0.1 0.1 0.3
H -0.502 -1.238 0.221 -0.1 -0.1 0.1
H -0.361 -0.223 -1.018 0.2 -0.3 -0.5
C 0.053 4.426 -4.028 -0.1 0.1 -0.4
C 1.180 4.375 -3.027 -0.1 0.4 0.2
O 0.720 3.383 -2.109 0.1 -0.3 -0.2
C -0.084 2.542 -2.813 -0.2 -0.1 -0.3
O -0.428 1.465 -2.425 0.1 0.2 0.1
O -0.434 3.073 -3.989 0.1 0.0 0.2
F 1.331 5.544 -2.370 0.0 -0.1 0.1
H -0.741 5.105 -3.716 0.1 0.0 0.1
H 0.381 4.694 -5.028 0.0 -0.2 -0.1
H 2.141 4.066 -3.438 0.0 0.0 0.1
C -4.301 -3.540 2.635 0.0 -0.3 -0.2
C -4.239 -2.046 2.824 -0.3 0.1 0.3
O -2.990 -1.855 3.466 0.1 -0.1 -0.4
C -2.181 -2.882 3.060 0.0 -0.3 0.0
O -1.001 -2.884 3.173 0.0 0.1 0.0
O -2.910 -3.865 2.482 0.0 0.3 0.2
F -5.226 -1.595 3.630 0.1 0.1 0.0
H -4.707 -4.045 3.511 0.0 0.1 0.1
H -4.869 -3.837 1.757 0.2 0.0 -0.1
H -4.247 -1.481 1.889 -0.2 0.1 0.0
C 1.606 -4.445 -2.210 -0.1 -0.1 -0.3
C 1.391 -3.804 -0.863 0.1 -0.3 0.3
O 2.432 -2.841 -0.803 -0.3 0.2 -0.3
C 2.705 -2.476 -2.093 0.1 -0.1 -0.2
O 3.321 -1.509 -2.394 0.0 0.0 0.1
O 2.159 -3.355 -2.964 0.0 0.0 0.3
F 1.547 -4.689 0.149 0.0 0.1 0.0
H 2.326 -5.262 -2.162 0.0 0.0 0.1
H 0.687 -4.806 -2.663 0.0 0.2 -0.1
H 0.430 -3.297 -0.757 0.0 -0.1 0.1

13
Properties=species:S:1:pos:R:3:forces:R:3 method="wB97M-V/def2-TZVPD" energy_ha=-307.22728 spin_multiplicity=1 orbital_gap_ha=0.3508 de_lowest_kj_mol=620.0 largest_force_ev_per_a=5.33 homo_ev=-8.772 total_charge=0
C 1.121 -0.299 0.234 0.1 -0.7 -1.8
C 2.022 -0.993 -0.737 0.7 -0.1 1.9
C -0.146 -0.693 0.986 1.7 0.0 1.6
C 1.050 -0.308 -1.403 -1.6 0.7 -1.0
C 0.471 0.809 -0.507 -2.4 -4.8 0.4
C -0.969 0.223 0.055 0.9 0.3 -1.8
O -1.819 1.166 0.642 -1.3 -1.9 -1.8
H -0.316 -1.771 1.029 -0.3 0.2 0.2
H 0.054 -0.239 2.025 -1.0 -0.7 -1.3
H 0.423 -0.840 -2.162 0.5 0.6 0.5
H 0.776 1.765 -0.570 1.0 3.2 -0.4
H -1.476 -0.387 -0.761 0.4 1.0 1.1
H -1.189 1.566 1.169 1.3 2.1 2.3

21
Properties=species:S:1:pos:R:3:forces:R:3 method="wB97M-V/def2-TZVPD" energy_ha=-760.94269 spin_multiplicity=1 orbital_gap_ha="0.3243 / 0.3074" de_lowest_kj_mol=351.0 largest_force_ev_per_a=4.51 homo_ev="-4.943 / -4.644" total_charge=-1
C 2.116 1.162 -0.313 -0.9 0.3 -0.4
C -3.017 0.900 -0.420 -0.1 1.6 -0.1
C 1.651 -0.075 0.502 1.0 1.2 0.9
C -1.450 0.709 -0.584 -2.5 -2.1 3.1
N 1.357 -2.929 -0.153 -1.2 1.5 1.7
N 0.825 -0.797 -0.348 -2.4 -3.2 -0.9
O -1.571 -2.129 -0.478 -0.3 -0.2 -0.1
O -0.823 -0.847 1.740 -1.0 -0.2 -2.1
P -0.941 -0.980 0.212 2.4 1.9 1.2
H 2.499 0.730 -1.239 -0.2 0.3 -0.3
H 1.305 1.934 -0.540 1.0 -1.1 0.3
H 2.961 1.651 0.135 0.3 0.5 0.6
H -3.351 1.445 0.505 0.9 -0.5 -0.5
H -3.518 1.586 -1.220 0.9 -1.7 0.9
H -3.445 -0.092 -0.284 -0.5 0.1 -0.7
H 2.583 -0.654 0.614 -0.3 0.1 0.5
H 1.158 0.167 1.481 0.7 -0.2 -0.6
H -0.923 1.318 0.094 0.7 1.4 0.4
H -1.102 0.739 -1.554 0.7 0.2 -2.1
H 1.165 -2.958 -1.144 -0.6 -0.2 -0.2
H 0.457 -3.175 0.391 1.5 0.4 -1.5